1.
95
Properties=species:S:1:pos:R:3:lowdin_spin:R:1 method="wB97M-V/def2-TZVPD" s_squared=2.03 energy_ha=-4303.1502 multiplicity=3 largest_force_ev_per_a=1.7 charge=+4
Mo 1.884 0.763 0.117 1.875
C -0.712 1.145 -3.225 -0.005
C -0.462 0.684 -1.958 0.004
N 0.669 1.251 -1.469 -0.003
N 1.121 2.110 -2.429 0.011
C 0.321 2.056 -3.483 -0.005
B 2.253 3.121 -2.044 0.001
N 1.889 3.644 -0.602 0.005
C 1.840 4.918 -0.214 0.022
C 1.558 4.968 1.146 0.009
C 1.447 3.650 1.525 0.009
N 1.643 2.832 0.464 0.000
N 3.571 2.298 -1.877 0.006
C 4.819 2.478 -2.318 0.037
C 5.691 1.693 -1.577 0.015
C 4.884 1.036 -0.677 0.019
N 3.593 1.382 -0.865 0.014
N 2.304 4.275 -2.972 0.000
C 3.302 5.142 -3.341 0.000
C 2.728 6.191 -3.995 0.000
C 1.345 5.911 -3.968 0.000
N 1.084 4.781 -3.348 0.000
H -1.529 0.893 -3.878 0.000
H -1.025 -0.029 -1.375 0.001
H 0.506 2.665 -4.352 0.000
H 1.990 5.716 -0.924 0.001
H 1.448 5.845 1.761 0.000
H 1.195 3.275 2.504 0.000
H 5.027 3.128 -3.150 0.002
H 6.760 1.622 -1.685 0.000
H 5.173 0.341 0.094 0.000
H 4.337 4.986 -3.099 0.000
H 3.222 7.049 -4.417 0.000
H 0.536 6.499 -4.374 0.000
N 2.436 0.886 2.316 0.005
C 2.615 -0.322 3.129 0.002
C 3.720 -0.439 3.953 -0.001
C 3.843 -1.558 4.770 0.000
C 2.865 -2.542 4.760 -0.002
C 1.761 -2.416 3.926 0.000
C 1.633 -1.303 3.107 0.001
H 3.264 1.476 2.403 0.004
H 1.704 1.435 2.762 0.001
H 4.482 0.333 3.975 0.000
H 4.699 -1.648 5.425 0.000
H 2.960 -3.403 5.408 0.000
H 1.000 -3.185 3.919 0.000
H 0.761 -1.190 2.465 0.001
N 2.942 -1.227 0.327 -0.008
C 2.976 -1.640 -1.067 -0.008
C 4.162 -1.964 -1.711 -0.002
C 4.123 -2.265 -3.061 -0.006
C 2.918 -2.225 -3.765 -0.011
C 1.737 -1.930 -3.106 0.002
C 1.764 -1.655 -1.742 -0.005
H 3.890 -1.182 0.695 0.002
H 2.466 -1.926 0.897 0.002
H 5.100 -1.996 -1.169 0.000
H 5.036 -2.545 -3.571 0.000
H 2.906 -2.455 -4.821 0.000
H 0.797 -1.935 -3.641 0.000
H 0.835 -1.560 -1.184 0.004
C -2.129 0.249 1.619 0.001
Ge -3.442 -1.068 1.100 0.000
C -3.951 -0.988 -0.715 0.000
C -4.366 0.290 -1.126 0.000
C -4.775 0.488 -2.436 0.000
C -4.728 -0.563 -3.342 0.000
C -4.297 -1.824 -2.945 0.000
C -3.922 -2.048 -1.631 0.000
C -4.347 -1.978 2.503 0.000
C -4.573 -1.170 3.625 0.000
C -5.428 -1.573 4.645 0.000
C -6.074 -2.799 4.556 0.000
C -5.861 -3.642 3.454 0.000
C -6.522 -4.892 3.376 0.000
C -6.307 -5.755 2.302 0.000
C -5.426 -5.385 1.299 0.000
C -4.769 -4.154 1.355 0.000
C -4.977 -3.249 2.412 0.000
H -2.398 1.149 1.053 0.000
H -1.074 0.073 1.352 0.001
H -2.170 0.473 2.683 0.000
H -4.412 1.126 -0.435 0.000
H -5.134 1.461 -2.746 0.000
H -5.038 -0.400 -4.367 0.000
H -4.273 -2.637 -3.659 0.000
H -3.619 -3.045 -1.337 0.000
H -4.099 -0.199 3.712 0.000
H -5.594 -0.933 5.501 0.000
H -6.751 -3.108 5.344 0.000
H -7.205 -5.178 4.167 0.000
H -6.826 -6.703 2.261 0.000
H -5.244 -6.051 0.466 0.000
H -4.074 -3.904 0.561 0.000

---

2.
88
Properties=species:S:1:pos:R:3:lowdin_spin:R:1 method="wB97M-V/def2-TZVPD" s_squared=6.05 energy_ha=-2572.1050 multiplicity=5 largest_force_ev_per_a=3.9 charge=+2
Pd 0.138 -0.085 1.902 0.289
C -1.684 0.816 -5.266 0.002
C -1.697 -0.450 -4.850 0.002
C -0.842 -1.584 -5.346 0.000
C 0.507 -1.195 -5.988 0.000
C 1.429 -0.365 -5.137 0.001
C 1.452 0.971 -5.038 0.001
C 0.583 1.958 -5.758 0.000
C -0.771 1.437 -6.292 0.000
C 1.460 0.368 3.561 0.067
H -2.464 1.493 -4.886 0.000
H -2.478 -0.757 -4.141 0.000
H -1.407 -2.164 -6.100 0.000
H -0.661 -2.283 -4.513 0.000
H 1.029 -2.135 -6.235 0.000
H 0.307 -0.712 -6.950 0.000
H 2.211 -0.934 -4.614 0.000
H 2.251 1.433 -4.448 0.000
H 1.137 2.371 -6.621 0.000
H 0.399 2.818 -5.093 0.000
H -1.296 2.301 -6.730 0.000
H -0.581 0.756 -7.127 0.000
H 1.483 1.396 3.947 0.000
H 2.285 0.288 2.802 0.014
H 1.739 -0.367 4.337 0.000
P -1.361 -0.570 0.399 0.270
P 1.837 0.017 0.400 0.359
C -0.359 -0.768 -1.088 0.411
C 0.988 -0.629 -1.053 0.429
C -2.291 -2.103 0.661 0.055
C -2.632 -2.877 -0.462 0.020
C -3.377 -4.050 -0.309 0.005
C -3.753 -4.461 0.976 0.021
C -3.383 -3.718 2.109 0.001
C -2.622 -2.553 1.952 0.028
C -2.557 0.761 0.084 0.138
C -2.109 2.094 0.078 0.090
C -3.009 3.134 -0.175 0.002
C -4.358 2.840 -0.419 0.132
C -4.813 1.514 -0.415 0.024
C -3.917 0.478 -0.141 0.059
C 3.331 -0.993 0.659 0.047
C 3.177 -2.284 1.195 0.025
C 4.292 -3.100 1.385 0.000
C 5.566 -2.632 1.047 0.026
C 5.729 -1.349 0.516 0.002
C 4.618 -0.523 0.333 0.024
C 2.413 1.699 0.015 0.066
C 2.594 2.668 1.016 0.018
C 3.087 3.929 0.672 0.000
C 3.344 4.236 -0.668 0.017
C 3.124 3.287 -1.672 0.004
C 2.647 2.022 -1.331 0.026
H -0.888 -0.980 -2.020 0.025
H 1.620 -0.893 -1.906 0.026
H -2.314 -2.550 -1.451 0.001
H -3.659 -4.634 -1.193 0.000
H -4.328 -5.381 1.094 0.001
H -3.694 -4.052 3.104 0.000
H -2.285 -1.987 2.823 0.008
H -1.059 2.318 0.276 0.001
H -2.658 4.170 -0.189 -0.002
H -5.064 3.649 -0.606 0.006
H -5.863 1.283 -0.625 0.000
H -4.262 -0.556 -0.106 0.001
H 2.183 -2.640 1.469 0.003
H 4.161 -4.104 1.787 0.000
H 6.436 -3.268 1.201 0.001
H 6.722 -0.990 0.239 0.000
H 4.741 0.485 -0.061 0.001
H 2.353 2.429 2.052 0.001
H 3.270 4.668 1.452 0.000
H 3.705 5.227 -0.933 0.001
H 3.323 3.530 -2.717 0.000
H 2.452 1.276 -2.102 0.004
O -0.698 -1.109 4.682 0.145
B -0.368 0.068 3.894 0.212
O -0.909 1.251 4.572 0.146
C -1.376 0.797 5.782 0.204
C -1.489 1.543 6.943 0.004
C -1.423 0.856 8.157 0.158
C -1.359 -0.540 8.203 0.167
C -1.347 -1.303 7.035 0.001
C -1.285 -0.621 5.837 0.208
H -1.514 2.629 6.873 -0.002
H -1.341 1.437 9.078 0.005
H -1.238 -1.064 9.153 0.006
H -1.281 -2.389 7.021 -0.002

---

3.
158
Properties=species:S:1:pos:R:3:lowdin_charge:R:1 method="wB97M-V/def2-TZVPD" energy_ha=-38740.3480 multiplicity=1 largest_force_ev_per_a=3.9
C 6.210 -3.086 -0.375 0.012
C 5.626 -1.803 -0.643 -0.103
N 5.243 -1.573 -2.056 -0.057
C 6.220 -0.942 -2.915 -0.619
Br 7.944 -1.885 -3.028 0.776
C 5.997 0.193 -3.614 -0.638
C 7.035 0.847 -4.572 -0.148
Br 4.292 1.152 -3.473 0.760
C 4.055 -2.000 -2.446 -0.278
N 3.532 -1.913 -3.737 0.114
C 2.145 -2.404 -3.687 -0.209
C 1.984 -3.653 -4.621 -0.663
O 2.957 -4.432 -4.752 -0.047
O 0.898 -3.868 -5.254 -0.063
C 1.758 -2.485 -2.187 -0.619
S 1.302 -0.789 -1.586 0.796
C 0.984 -3.732 -1.637 -0.162
C -0.487 -3.888 -2.153 -0.173
C -1.464 -2.713 -1.771 -0.213
C -2.922 -3.347 -1.648 -0.223
C -3.478 -3.793 -3.072 -0.171
C -4.943 -3.278 -3.353 -0.246
C -4.987 -2.295 -4.617 -0.194
C -6.422 -2.319 -5.294 -0.203
C -7.577 -1.899 -4.301 -0.207
C -7.389 -0.437 -3.718 -0.188
C -7.902 -0.435 -2.221 -0.221
C -8.113 1.020 -1.662 -0.201
C -6.754 1.808 -1.447 -0.210
C -5.591 0.949 -0.802 -0.232
C -4.497 0.643 -1.911 -0.119
N 3.128 -2.651 -1.572 0.037
H 7.320 -3.198 -0.413 0.054
H 5.563 -3.974 -0.180 0.012
H 5.443 -1.036 0.145 0.135
H 6.505 1.003 -5.555 0.090
H 7.301 1.877 -4.208 0.033
H 7.908 0.195 -4.791 0.043
H 4.139 -2.281 -4.474 0.167
H 1.540 -1.580 -4.161 0.146
H 0.704 -1.007 -0.368 -0.110
H 1.027 -3.673 -0.517 0.072
H 1.529 -4.671 -1.944 0.139
H -0.548 -4.040 -3.259 0.107
H -0.910 -4.819 -1.680 0.114
H -1.229 -2.201 -0.806 0.083
H -1.560 -1.938 -2.579 0.110
H -3.617 -2.630 -1.154 0.027
H -2.861 -4.284 -1.034 0.085
H -2.813 -3.338 -3.861 0.104
H -3.393 -4.906 -3.189 0.116
H -5.412 -2.706 -2.486 0.024
H -5.674 -4.103 -3.588 0.091
H -4.280 -2.750 -5.361 0.110
H -4.687 -1.257 -4.343 0.079
H -6.462 -1.661 -6.199 0.108
H -6.635 -3.382 -5.605 0.109
H -7.575 -2.639 -3.458 0.048
H -8.589 -1.921 -4.790 0.114
H -6.334 -0.071 -3.810 0.078
H -8.026 0.260 -4.322 0.113
H -8.886 -0.983 -2.234 0.115
H -7.223 -1.062 -1.579 0.060
H -8.710 0.929 -0.715 0.106
H -8.722 1.580 -2.422 0.106
H -6.968 2.653 -0.738 0.103
H -6.489 2.244 -2.447 0.069
H -5.938 0.041 -0.261 0.048
H -5.088 1.611 -0.049 0.098
H -4.676 -0.376 -2.354 0.047
H -4.529 1.365 -2.763 -0.021
H -3.475 0.710 -1.448 0.078
H 3.368 -3.613 -1.328 0.093
C -6.320 -3.867 0.448 -1.956
Cl -5.351 -5.341 0.618 0.554
Cl -5.294 -2.449 0.714 0.591
Cl -7.025 -3.806 -1.179 0.627
Cl -7.621 -3.874 1.653 0.475
C -7.969 -3.134 6.013 -2.005
Cl -8.957 -1.669 6.149 0.532
Cl -6.677 -2.869 4.831 0.512
Cl -7.261 -3.514 7.592 0.474
Cl -8.985 -4.484 5.481 0.478
C -6.061 -2.015 11.484 -2.013
Cl -6.718 -1.268 12.951 0.516
Cl -4.449 -1.360 11.161 0.507
Cl -5.954 -3.770 11.711 0.527
Cl -7.123 -1.663 10.109 0.461
C 2.250 -4.756 2.441 -2.000
Cl 1.700 -3.285 3.261 0.533
Cl 2.960 -5.867 3.625 0.486
Cl 0.875 -5.540 1.647 0.553
Cl 3.474 -4.329 1.225 0.569
C 4.456 -9.351 5.643 -2.029
Cl 4.544 -7.618 5.277 0.473
Cl 5.549 -9.727 6.986 0.524
Cl 2.796 -9.775 6.095 0.526
Cl 4.935 -10.280 4.213 0.526
C -8.114 2.204 11.788 -2.024
Cl -9.283 1.032 11.156 0.514
Cl -8.157 2.184 13.561 0.521
Cl -6.486 1.778 11.233 0.484
Cl -8.530 3.825 11.206 0.507
C -10.723 7.262 11.461 -2.047
Cl -11.701 8.733 11.595 0.519
Cl -9.429 7.520 10.274 0.509
Cl -10.010 6.882 13.040 0.509
Cl -11.749 5.915 10.934 0.510
C 9.314 4.527 -3.713 -1.993
Cl 9.742 4.590 -5.429 0.505
Cl 7.583 4.855 -3.525 0.514
Cl 9.680 2.917 -3.067 0.544
Cl 10.254 5.745 -2.828 0.457
C 14.172 6.357 -1.275 -2.029
Cl 15.666 7.168 -1.769 0.502
Cl 12.783 7.384 -1.677 0.497
Cl 14.028 4.811 -2.129 0.519
Cl 14.205 6.067 0.472 0.527
C -9.959 -6.042 9.554 -2.022
Cl -8.752 -7.336 9.646 0.526
Cl -9.202 -4.498 9.981 0.477
Cl -10.599 -5.949 7.904 0.492
Cl -11.281 -6.385 10.684 0.526
C 10.349 7.483 -8.336 -2.038
Cl 9.175 6.283 -8.906 0.515
Cl 10.415 7.446 -6.566 0.486
Cl 11.950 7.101 -8.994 0.520
Cl 9.857 9.096 -8.877 0.523
C -11.826 -5.952 2.508 -2.025
Cl -10.293 -5.161 2.100 0.470
Cl -13.176 -4.917 2.013 0.527
Cl -11.932 -7.505 1.662 0.528
Cl -11.904 -6.227 4.259 0.500
C 6.614 7.935 -0.829 -2.026
Cl 5.414 6.754 -1.384 0.508
Cl 6.697 7.905 0.941 0.524
Cl 8.203 7.525 -1.502 0.471
Cl 6.142 9.555 -1.371 0.524
C 18.479 8.926 -3.993 -2.040
Cl 17.945 10.382 -3.136 0.521
Cl 19.194 7.789 -2.836 0.511
Cl 17.088 8.164 -4.784 0.505
Cl 19.686 9.366 -5.212 0.500
C 22.861 7.743 -7.689 -2.042
Cl 24.624 7.757 -7.863 0.520
Cl 22.431 7.130 -6.082 0.503
Cl 22.236 9.392 -7.881 0.505
Cl 22.152 6.696 -8.929 0.519
C -4.438 3.767 -5.013 -2.025
Cl -3.243 4.806 -5.809 0.522
Cl -3.939 2.072 -5.164 0.548
Cl -4.550 4.205 -3.300 0.544
Cl -6.019 3.986 -5.783 0.521
C -3.085 2.208 8.828 -2.043
Cl -4.083 3.666 8.965 0.515
Cl -1.796 2.483 7.644 0.521
Cl -2.369 1.833 10.406 0.511
Cl -4.093 0.850 8.302 0.502

---

4.
86
Properties=species:S:1:pos:R:3:lowdin_charge:R:1 method="wB97M-V/def2-TZVPD" energy_ha=-2748.6588 multiplicity=1 largest_force_ev_per_a=3.4 charge=+2
C 0.566 -1.681 -3.310 -0.129
C -0.439 -2.134 -2.418 -0.371
C -1.790 -2.052 -2.817 -0.073
C -2.107 -1.583 -4.077 -0.062
C -1.116 -1.102 -4.952 -0.039
C 0.222 -1.141 -4.536 -0.060
P -0.060 -2.341 -0.645 1.023
C -1.310 -3.484 0.010 -0.359
C -2.358 -3.025 0.832 -0.089
C -3.425 -3.881 1.115 -0.055
C -3.424 -5.192 0.618 -0.042
C -2.345 -5.666 -0.141 -0.043
C -1.276 -4.816 -0.435 -0.063
In 0.050 0.023 0.307 0.668
P 0.103 2.449 -0.575 1.010
C -1.235 2.292 -1.792 -0.394
C -1.047 2.581 -3.157 -0.051
C -2.098 2.380 -4.061 -0.041
C -3.314 1.856 -3.606 -0.051
C -3.476 1.503 -2.265 -0.056
C -2.452 1.730 -1.341 -0.109
C -0.203 3.781 0.608 -0.349
C 0.657 3.921 1.717 -0.077
C 0.418 4.943 2.637 -0.052
C -0.661 5.812 2.451 -0.044
C -1.507 5.678 1.345 -0.050
C -1.284 4.661 0.412 -0.071
C 1.686 2.640 -1.439 -0.366
C 2.744 1.725 -1.186 -0.115
C 3.905 1.781 -1.965 -0.056
C 4.081 2.812 -2.881 -0.042
C 3.120 3.842 -2.981 -0.029
C 1.924 3.763 -2.246 -0.078
C 1.544 -3.175 -0.573 -0.364
C 2.035 -3.928 -1.654 -0.092
C 3.329 -4.456 -1.591 -0.043
C 4.109 -4.277 -0.439 -0.041
C 3.592 -3.585 0.662 -0.054
C 2.309 -3.044 0.605 -0.087
H 1.493 3.233 1.839 0.111
H 1.085 5.058 3.488 0.117
H -0.847 6.607 3.176 0.122
H -2.334 6.370 1.190 0.119
H -1.918 4.560 -0.474 0.110
H -0.107 3.032 -3.468 0.097
H -1.955 2.633 -5.110 0.121
H -4.135 1.695 -4.319 0.127
H -4.404 1.040 -1.896 0.126
H -2.561 1.501 -0.275 0.107
H 2.624 0.999 -0.377 0.085
H 4.683 1.007 -1.830 0.128
H 4.969 2.848 -3.525 0.126
H 3.307 4.704 -3.624 0.122
H 1.217 4.591 -2.237 0.124
H 1.414 -4.100 -2.539 0.115
H 3.734 -5.019 -2.436 0.122
H 5.123 -4.683 -0.402 0.122
H 4.188 -3.468 1.572 0.122
H 1.886 -2.505 1.458 0.098
H -2.321 -1.999 1.214 0.090
H -4.256 -3.522 1.725 0.119
H -4.264 -5.858 0.834 0.122
H -2.333 -6.696 -0.505 0.122
H -0.434 -5.181 -1.028 0.112
H -2.592 -2.374 -2.141 0.119
H -3.156 -1.596 -4.370 0.120
H -1.365 -0.696 -5.920 0.114
H 1.000 -0.767 -5.215 0.125
H 1.612 -1.727 -3.011 0.109
H 0.904 0.313 -1.625 0.076
H 0.072 0.182 -1.673 0.041
C 1.525 -0.870 6.101 -0.184
Si 0.018 0.012 5.410 0.425
C -1.515 -0.864 6.060 -0.182
C 0.002 1.775 6.060 -0.184
C 0.084 0.018 3.593 -0.164
C 0.085 0.023 2.350 -0.236
H 1.584 -0.907 7.199 0.049
H 2.433 -0.380 5.729 0.032
H 1.544 -1.902 5.727 0.032
H -1.593 -0.911 7.157 0.049
H -2.421 -0.368 5.686 0.032
H -1.543 -1.895 5.682 0.031
H 0.878 2.314 5.676 0.027
H -0.883 2.304 5.683 0.032
H 0.005 1.860 7.156 0.048